Entry 1:
C16H11ClN2O2 as an isolated structure at a distorted geometry, computed with wB97M-V/def2-TZVPD.

Cartesian coordinates (Å):
Cl  6.958  1.570  -2.583
O  -2.263  1.910  0.563
O  -2.158  -2.381  0.353
N  -1.214  -0.514  -0.110
N  -1.022  -2.766  -0.468
C  -3.673  -1.035  2.394
C  -2.113  -1.085  0.513
C  4.446  1.730  -1.734
C  -3.061  1.148  1.337
C  -4.717  0.976  3.057
C  2.822  -0.027  -1.522
C  -4.475  -0.357  3.274
C  3.721  -0.957  -2.021
C  -0.539  -1.598  -0.668
C  5.366  0.885  -2.231
C  -3.008  -0.348  1.387
C  -4.047  1.740  2.123
C  1.477  -0.422  -1.098
C  0.678  -1.537  -1.391
C  3.162  1.292  -1.458
C  5.046  -0.477  -2.367
H  3.459  -1.996  -1.951
H  1.070  0.227  -0.313
H  5.848  -1.024  -2.840
H  2.448  2.087  -1.116
H  4.520  2.773  -1.891
H  -4.089  2.832  2.024
H  -5.459  1.452  3.658
H  -5.065  -0.883  4.050
H  0.938  -2.393  -2.026
H  -1.500  1.331  0.428
H  -3.556  -2.154  2.626

Computed properties:
Orbital gap, eV: 8.61
Net charge: 0

Entry 2:
C39H39O2Ti as an isolated structure at a distorted geometry, computed with wB97M-V/def2-TZVPD.

Cartesian coordinates (Å):
Ti  -0.779  3.340  7.138
O  3.758  3.226  1.762
O  -2.501  -5.053  0.929
C  -1.041  -1.363  2.189
C  3.767  5.162  4.631
C  1.557  5.456  6.325
C  -1.626  -6.035  0.323
C  -0.931  1.853  8.951
C  -2.596  -2.911  8.369
C  0.131  3.910  9.212
C  -1.753  2.897  5.073
C  1.197  2.921  6.222
C  -2.015  -3.824  1.232
C  -0.604  -0.161  2.808
C  -1.350  4.277  5.067
C  4.979  2.806  1.119
C  -2.888  -2.948  1.930
C  0.384  2.063  2.350
C  1.831  0.109  2.223
C  -0.253  -2.163  1.319
C  -1.150  -3.289  6.447
C  2.742  2.329  1.917
C  -0.710  -3.390  0.884
C  -2.758  -1.564  7.995
C  -1.827  -3.775  7.566
C  1.460  2.886  2.135
C  -0.343  -1.268  5.182
C  -2.395  -1.775  2.432
C  -2.091  -1.063  6.886
C  2.287  6.574  5.917
C  -1.291  4.145  9.188
C  -1.185  -1.881  6.130
C  -2.760  2.730  6.081
C  0.345  2.498  9.076
C  -1.943  2.864  9.054
C  3.393  6.440  5.068
C  -2.974  4.012  6.694
C  -2.086  4.956  6.093
C  2.911  0.922  1.912
C  0.533  0.641  2.440
C  1.930  4.171  5.877
C  3.067  4.043  5.054
H  -0.212  -0.183  5.267
H  -1.399  2.117  4.407
H  0.414  -1.886  4.707
H  -0.816  -6.318  1.012
H  4.614  5.035  3.955
H  -1.381  0.383  3.338
H  -0.075  -4.017  0.253
H  -1.754  -4.835  7.843
H  1.790  2.291  6.911
H  5.505  2.064  1.731
H  -3.077  -3.273  9.280
H  5.565  3.724  1.053
H  -3.009  2.672  9.141
H  -1.189  -5.662  -0.617
H  3.966  7.318  4.769
H  3.883  0.497  1.650
H  0.980  2.318  5.318
H  -3.762  4.247  7.409
H  1.981  7.560  6.268
H  -2.049  6.025  6.313
H  -0.613  2.508  2.399
H  0.698  5.593  7.002
H  4.793  2.391  0.117
H  -0.542  -3.956  5.826
H  -3.924  -3.258  2.064
H  -1.110  0.782  8.866
H  1.356  3.974  2.108
H  -3.315  1.812  6.257
H  0.898  4.665  9.377
H  -1.776  5.111  9.320
H  -0.651  4.746  4.378
H  0.715  -1.809  0.965
H  -3.406  -0.908  8.583
H  1.304  1.982  9.084
H  1.992  -0.970  2.313
H  -2.200  -0.017  6.574
H  3.378  3.041  4.745
H  -2.277  -6.895  0.132
H  -3.046  -1.110  3.004

Computed properties:
ΔE to the lowest compared entry with this formula, charge and spin, kJ/mol: 0.0
Orbital gap, eV: 2.60
Net charge: -1

Entry 3:
C54H48AsN5OPRbS7 as an isolated structure at a distorted geometry, computed with wB97M-V/def2-TZVPD.

Cartesian coordinates (Å):
Rb  -0.581  0.558  -0.094
As  -2.994  1.237  2.012
S  2.450  0.593  -2.563
S  -3.107  2.827  0.480
S  1.358  2.401  -4.654
S  -3.260  -0.690  0.904
S  -0.968  1.379  2.910
S  -1.064  2.069  -3.294
S  -4.491  1.323  3.554
P  -0.639  -2.101  2.498
O  -3.067  -1.302  -2.374
N  1.845  0.548  -1.256
N  -0.144  2.206  -4.748
N  2.298  2.004  -3.526
N  1.882  -0.607  2.302
N  -0.964  0.799  -2.631
C  -0.094  -3.183  1.110
C  0.339  5.996  -1.401
C  -0.651  -4.069  -1.074
C  0.421  -2.368  -4.304
C  2.110  6.864  -5.047
C  2.856  -1.094  -4.763
C  -3.931  -3.064  4.631
C  1.904  -3.107  5.647
C  2.932  0.612  -8.514
C  -2.929  2.867  -5.240
C  1.876  -1.408  3.430
C  4.248  0.523  -2.601
C  2.577  4.792  -3.916
C  0.828  -3.103  4.767
C  -4.969  2.645  -3.351
C  2.040  -0.719  -3.706
C  -3.660  2.379  -2.968
C  1.043  4.848  -5.800
C  -1.958  -4.497  3.316
C  1.728  4.158  -4.807
C  4.755  -0.484  -1.783
C  -4.245  3.110  -5.603
C  3.242  2.014  -6.593
C  -2.662  2.505  -3.931
C  3.748  1.442  -7.748
C  1.248  6.211  -5.926
C  -0.541  3.608  -2.495
C  0.792  -2.285  3.648
C  1.217  -2.742  -5.372
C  2.439  -2.115  -5.596
C  -1.028  -3.437  0.099
C  1.100  0.931  -6.985
C  5.092  1.387  -3.272
C  6.981  0.227  -2.341
C  0.840  -1.356  -3.448
C  0.667  -4.462  -1.269
C  0.807  4.789  -0.911
C  6.467  1.236  -3.138
C  -1.016  4.813  -2.992
C  0.376  3.585  -1.452
C  1.225  -3.581  0.900
C  -2.921  -2.389  3.962
C  2.762  6.165  -4.043
C  -5.257  3.001  -4.656
C  1.622  0.357  -8.138
C  2.960  -1.417  4.305
C  1.923  1.748  -6.233
C  -1.917  -3.109  3.314
C  1.602  -4.214  -0.276
C  6.126  -0.633  -1.665
C  -0.573  6.006  -2.446
C  -2.976  -5.171  3.976
C  -3.960  -4.450  4.640
C  2.974  -2.261  5.404
H  0.666  6.925  -0.954
H  -6.283  3.195  -4.946
H  -2.394  -0.631  -2.575
H  1.897  -3.755  6.513
H  3.403  6.680  -3.341
H  3.862  2.648  -5.976
H  -3.003  -6.253  3.966
H  -2.049  -3.098  0.230
H  -0.964  6.941  -2.822
H  -0.526  -2.852  -4.110
H  6.524  -1.411  -1.027
H  4.074  -1.117  -1.231
H  0.720  6.764  -6.690
H  1.000  -0.300  -8.730
H  3.783  -0.735  4.129
H  -4.482  3.379  -6.624
H  -5.744  2.563  -2.602
H  0.346  4.332  -6.445
H  0.790  2.674  -1.037
H  3.821  -2.241  6.080
H  2.549  0.151  2.319
H  0.966  -4.945  -2.192
H  -4.710  -2.486  5.110
H  -3.450  2.129  -1.927
H  3.805  -0.602  -4.931
H  8.053  0.116  -2.234
H  1.969  -3.389  1.663
H  -1.397  -4.225  -1.844
H  -1.746  4.829  -3.788
H  4.679  2.179  -3.877
H  -2.944  -1.306  3.918
H  1.491  4.764  -0.073
H  -4.761  -4.972  5.149
H  3.066  -2.421  -6.423
H  -1.193  -5.056  2.789
H  0.238  -1.055  -2.607
H  3.042  4.229  -3.121
H  2.635  -4.512  -0.413
H  3.329  0.159  -9.414
H  7.133  1.918  -3.651
H  0.951  -0.259  2.065
H  -0.017  -3.754  4.959
H  -3.266  -1.102  -1.436
H  -2.127  2.944  -5.960
H  4.770  1.637  -8.042
H  0.093  0.731  -6.654
H  0.892  -3.537  -6.031
H  2.257  7.932  -5.139

Computed properties:
ΔE to the lowest compared entry with this formula, charge and spin, kJ/mol: 99.8
Orbital gap, eV: 3.22
Net charge: -2

Question: Number 1 is which compound?
Answer: C16H11ClN2O2

Question: Which of these has the highest net charge?
Answer: C16H11ClN2O2

Question: Look up the orbital gap of the second one.
Answer: 2.60 eV